Entry 1:
Below is a molecular structure, C32H31ClN3, with properties calculated with wB97M-V/def2-TZVPD.

```
67
Properties=species:S:1:pos:R:3:forces:R:3
C 1.9169 -1.2086 -1.6007 -0.390 0.126 0.160
N 1.5570 -1.4517 -0.2069 -0.982 0.158 -0.032
C 0.2009 -1.6551 0.2320 2.639 -1.435 1.552
H -0.3389 -0.5315 0.0507 -0.356 0.622 -0.718
C -0.5595 -2.7777 -0.4547 -0.933 -0.733 -0.299
C 0.1690 -3.8166 -1.0789 0.326 0.489 -0.002
C -0.4965 -4.8822 -1.6924 -1.014 0.763 0.149
Cl 0.3854 -6.2447 -2.2565 0.106 0.037 -0.148
C -1.8940 -4.8260 -1.8716 0.247 0.441 0.426
C -2.6292 -3.8110 -1.2304 0.599 -0.341 0.184
C -1.9684 -2.8950 -0.3980 0.334 0.099 -0.501
N 0.3524 -1.9002 1.6522 -0.733 0.443 -0.819
C -0.7235 -2.3774 2.5336 0.059 -0.269 -0.205
C 1.6882 -2.1328 1.9365 0.653 -0.673 -0.716
C 2.4473 -1.8147 0.7875 -0.093 -1.300 0.787
C 3.7575 -2.2859 0.6552 0.162 0.001 -0.239
C 4.2536 -3.1772 1.6253 -0.273 0.511 0.338
C 3.4781 -3.4917 2.7649 -0.143 0.275 -0.057
C 2.1850 -2.9651 2.9379 0.224 0.377 -0.237
H 2.8320 -0.6201 -1.6725 -0.096 0.077 0.253
H 2.0979 -2.1441 -2.1469 -0.231 0.223 0.004
H 1.0987 -0.6186 -2.0458 0.363 -0.368 -0.069
H 1.2729 -3.7867 -1.1223 -0.800 -0.137 0.243
H -2.3996 -5.5807 -2.4699 0.153 0.137 0.135
H -3.7135 -3.7343 -1.3822 0.509 -0.239 0.306
H -2.5576 -2.2410 0.2458 0.118 0.133 -0.499
H -0.5820 -1.9902 3.5468 0.148 0.136 -0.222
H -1.6676 -1.9695 2.1605 0.160 -0.309 0.184
H -0.7709 -3.4943 2.6347 0.062 0.860 -0.462
H 4.3218 -2.0182 -0.2511 -0.171 -0.385 0.516
H 5.2457 -3.6413 1.5039 -0.619 0.415 0.059
H 3.8810 -4.1689 3.5210 -0.148 0.183 -0.313
H 1.4919 -3.2180 3.7434 0.629 -0.194 -0.029
C -1.8263 -0.6329 -2.7550 0.148 -0.491 0.057
C -1.5866 0.7860 -2.4406 -0.125 1.260 0.602
N -1.8478 1.7379 -3.3749 0.262 0.088 -0.453
C -1.6538 3.0114 -2.8528 -0.737 -0.133 0.608
C -1.3285 2.8613 -1.4782 -0.237 0.048 -0.623
C -1.4566 3.9944 -0.6598 0.261 0.390 -0.178
C -1.7124 5.2525 -1.2443 0.222 -0.759 0.361
C -1.9402 5.3787 -2.6300 0.024 -0.425 -0.049
C -1.9802 4.2325 -3.4335 0.179 0.345 0.131
C -1.2022 1.4202 -1.2479 -0.091 -1.167 -0.975
C -0.8809 0.7244 0.0128 -1.729 0.599 1.502
C -0.0182 1.5321 0.9401 -1.000 -1.304 -0.468
C 0.9972 2.3614 0.4538 0.204 0.297 0.216
C 1.5246 3.3665 1.2591 -0.366 -0.291 -0.166
C 0.9553 3.5810 2.5242 -0.003 0.168 0.071
C 1.1425 4.8639 3.2844 0.347 0.186 0.580
C 0.1279 2.5991 3.0797 -0.223 -0.095 -0.256
C -0.3576 1.5585 2.2921 0.221 0.431 0.538
H -1.4530 -1.2293 -1.9225 -0.208 0.014 -0.433
H -2.9089 -0.8460 -2.8775 0.585 0.132 0.020
H -1.2872 -0.9411 -3.6643 -0.249 0.032 0.195
H -2.1704 1.5263 -4.3165 0.241 0.197 0.445
H -1.3695 3.8544 0.4221 0.085 0.384 -0.355
H -1.7362 6.1360 -0.5971 -0.086 -0.365 -0.329
H -2.1255 6.3693 -3.0594 0.000 -0.492 0.158
H -2.2794 4.2400 -4.4813 0.103 0.289 0.218
H -1.8392 0.2467 0.4817 1.716 0.959 -0.394
H 1.2916 2.2819 -0.5851 0.074 -0.014 0.024
H 2.3082 4.0223 0.8730 -0.389 -0.072 0.114
H 0.5750 4.8157 4.2219 0.315 -0.019 -0.095
H 2.2014 5.0503 3.5165 -0.273 -0.024 -0.024
H 0.7633 5.7627 2.7782 0.124 -0.435 -0.279
H -0.2002 2.7138 4.1127 0.010 -0.056 -0.273
H -1.0582 0.8389 2.7176 0.086 0.198 -0.219
```
Positions in Å, forces in eV/Å.

The spin multiplicity is 1. Its relative energy (zero: lowest compared OMol25 entry of this formula, charge and spin) is 141.57 kJ/mol. The lowest unoccupied orbital energy is -4.42 eV. As for the net charge: +1.

natural (NBO) atomic charge list, values in e, 4 entries:
1 C -0.415
2 N -0.368
3 C 0.271
4 H 0.204

---

Entry 2:
Below is a molecular structure, C32H31GdI2N6O, with properties calculated with wB97M-V/def2-TZVPD.

```
73
Properties=species:S:1:pos:R:3:forces:R:3
Gd 9.6750 11.8411 10.9845 0.176 -0.121 0.327
C 12.5031 10.4835 12.6890 -0.662 0.113 -0.779
C 11.9012 11.3210 13.8347 0.085 -0.187 -0.348
C 10.5273 10.8742 14.2390 -0.838 -0.760 -0.045
C 10.3940 9.9769 15.3057 -0.305 -0.044 0.215
C 9.1250 9.5702 15.7469 0.613 -0.166 -0.608
C 8.0158 10.1602 15.1448 -0.207 -0.105 -0.110
C 8.2297 10.9863 14.0516 0.524 0.023 -0.273
N 9.4406 11.2654 13.5262 0.547 0.231 1.242
N 12.2167 11.0441 11.3222 -0.019 -0.333 -0.343
C 13.0884 12.1869 10.9611 -0.861 -0.468 0.511
C 12.5540 13.5160 11.4474 0.282 1.739 -0.842
C 13.3505 14.6550 11.1955 0.201 -0.633 0.448
C 12.9428 15.8788 11.6971 -0.029 0.577 -0.374
C 11.6843 16.0070 12.3130 0.725 0.090 0.007
C 10.9199 14.8690 12.3977 0.094 -0.026 -0.353
N 11.3287 13.6694 11.9502 0.296 -0.688 0.178
C 12.4221 9.9641 10.3252 -0.185 0.581 0.306
C 11.2617 9.0042 10.2444 -0.877 -0.727 -0.259
C 11.4434 7.8511 9.4692 -0.730 -0.058 0.329
C 10.4205 6.9040 9.3892 -1.016 0.391 0.240
C 9.2396 7.1181 10.1561 0.798 -0.054 -0.487
C 9.1519 8.2996 10.8719 0.456 -0.088 -0.744
N 10.0710 9.2743 10.8442 1.773 -0.460 0.092
H 12.0312 9.4862 12.6842 0.417 0.272 0.180
H 13.5867 10.3872 12.7832 0.071 -0.107 0.184
H 11.8481 12.3727 13.5179 0.285 -0.485 0.594
H 12.5299 11.1658 14.7155 0.075 0.406 -0.167
H 11.3057 9.5874 15.7683 -0.407 0.126 -0.053
H 9.0341 8.7435 16.4595 -0.051 0.624 -0.013
H 6.9889 9.9434 15.4508 0.449 0.072 0.003
H 7.4079 11.4741 13.5396 -0.175 -0.236 -0.041
H 13.2033 12.2143 9.8701 -0.150 0.143 0.221
H 14.0801 12.0100 11.3675 0.379 0.178 0.118
H 14.2991 14.5215 10.6499 -0.470 0.250 0.458
H 13.5820 16.7597 11.5450 -0.350 -0.413 0.143
H 11.3259 16.9672 12.7004 0.183 -0.477 -0.184
H 9.9131 14.9099 12.7825 -0.121 -0.067 0.140
H 13.3601 9.4325 10.5423 -0.202 -0.215 0.001
H 12.5728 10.3903 9.3265 -0.147 0.150 0.143
H 12.3657 7.7646 8.9161 0.110 -0.304 -0.025
H 10.4575 6.0419 8.7132 0.268 0.328 0.410
H 8.3907 6.4221 10.1574 0.607 0.226 0.018
H 8.3156 8.5179 11.4868 -0.898 0.109 0.340
I 4.5967 18.2003 10.1665 0.431 -0.639 -0.404
C 5.9239 16.6238 9.8281 1.151 0.945 0.064
C 7.2389 16.8826 9.3159 0.895 0.748 -0.291
C 8.2970 15.9714 9.4527 -0.840 1.577 -0.878
I 10.2219 16.4238 8.7053 -0.839 -0.258 0.376
C 8.0419 14.7266 10.0947 2.580 -1.631 1.724
O 9.0201 13.9513 10.5265 -2.835 2.608 -1.776
C 6.6962 14.4174 10.4319 -2.244 -0.257 -0.378
C 6.2791 13.0418 10.9107 -0.433 -0.357 0.716
N 6.9520 11.8646 10.3298 -0.010 0.450 -0.396
C 6.6973 11.6958 8.8620 0.112 -0.824 2.048
C 7.9023 11.0735 8.2400 -0.086 -0.335 -0.962
C 7.7004 10.1007 7.2595 0.096 0.200 -0.031
C 8.7223 9.8390 6.3648 0.765 -0.869 0.058
C 9.9142 10.5644 6.5017 0.291 -0.420 -0.888
C 10.0312 11.4756 7.5360 0.322 -0.325 0.132
N 9.1039 11.6175 8.4899 -0.943 0.815 -0.960
C 5.6563 15.3531 10.3084 0.988 -1.284 0.097
H 7.4301 17.8883 8.8523 -0.136 -1.195 0.541
H 5.1887 12.9363 10.7423 0.371 0.302 0.136
H 6.4251 12.9810 12.0078 -0.001 0.075 -0.394
H 6.5008 11.0682 10.7721 0.260 0.033 0.115
H 6.4719 12.6614 8.4213 0.078 0.093 -0.252
H 5.8398 11.0244 8.7603 -0.066 0.268 -0.410
H 6.7524 9.5740 7.2187 0.038 0.212 -0.194
H 8.6352 9.0249 5.6155 0.020 0.801 0.496
H 10.7724 10.3784 5.8205 -0.846 0.395 0.451
H 10.8743 12.1649 7.5808 0.164 -0.465 0.336
H 4.6476 15.0832 10.5870 0.002 -0.069 0.124
```
Positions in Å, forces in eV/Å.

The spin multiplicity is 8. The lowest unoccupied orbital energy (spin up / spin down) is -4.81 / -7.95 eV. As for the net charge: +2.

Mulliken atomic charge list, values in e, 4 entries:
1 Gd 0.236
2 C -0.983
3 C -0.706
4 C 0.457

---

Among the records above, which one has the highest net charge? C32H31GdI2N6O